Density functional theory data (ωB97M-V with the def2-TZVPD basis set) for a cluster of 12 separate species, C51H121N5O12 in total in a non-equilibrium geometry.

Last columns: bonded neighbours and bond lengths (Å).
CARTESIAN COORDINATES (ANGSTROEM)
1 C -5.1245 -4.0561 -5.5172  C2 1.513, H12 1.067, H13 1.128, H14 1.063
2 C -4.3043 -3.6308 -4.3193  C1 1.513, C3 1.577, C4 1.505, N10 1.445
3 C -5.1005 -2.5323 -3.5162  C2 1.577, H15 1.096, H16 1.090, H17 1.085
4 C -4.0317 -4.9131 -3.5797  C2 1.505, C5 1.542, H18 1.092, H19 1.072
5 C -2.8927 -4.6971 -2.5626  C4 1.542, C6 1.527, H20 1.124, H21 1.084
6 C -1.6076 -4.2072 -3.2273  C5 1.527, C7 1.560, H22 1.114, H23 1.114
7 C -1.8440 -2.9029 -4.0500  C6 1.560, C8 1.514, C9 1.538, N10 1.479
8 C -2.0368 -1.6556 -3.2142  C7 1.514, H24 1.113, H25 1.078, H26 1.107
9 C -0.6572 -2.7003 -5.0068  C7 1.538, H27 1.098, H28 1.060, H29 1.054
10 N -3.0428 -3.1869 -4.8680  C2 1.445, C7 1.479, O11 1.381
11 O -3.1838 -2.1685 -5.7898  N10 1.381, H30 0.972
12 H -4.4657 -4.6225 -6.1371  C1 1.067
13 H -6.0231 -4.6273 -5.1439  C1 1.128
14 H -5.4829 -3.2642 -6.1292  C1 1.063
15 H -4.9243 -2.5478 -2.4343  C3 1.096
16 H -4.9756 -1.5352 -3.9388  C3 1.090
17 H -6.1727 -2.6838 -3.5918  C3 1.085
18 H -4.9015 -5.1814 -2.9772  C4 1.092
19 H -3.7926 -5.7158 -4.2490  C4 1.072
20 H -3.1453 -4.0812 -1.6563  C5 1.124
21 H -2.6330 -5.6305 -2.0774  C5 1.084
22 H -1.2056 -4.9645 -3.9381  C6 1.114
23 H -0.8523 -4.0942 -2.4158  C6 1.114
24 H -1.1501 -1.3731 -2.6034  C8 1.113
25 H -2.8096 -1.7833 -2.4730  C8 1.078
26 H -2.2560 -0.7871 -3.8650  C8 1.107
27 H -0.3948 -3.6695 -5.4515  C9 1.098
28 H 0.2167 -2.3841 -4.4973  C9 1.060
29 H -0.9734 -2.0074 -5.7351  C9 1.054
30 H -3.5721 -1.4029 -5.3347  O11 0.972
31 C 2.2453 0.2007 -6.3297  C32 1.592, H42 1.112, H43 1.062, H44 1.100
32 C 1.8221 1.6549 -6.8190  C31 1.592, C33 1.492, C34 1.496, N40 1.466
33 C 2.9341 2.2509 -7.6154  C32 1.492, H45 1.069, H46 1.089, H47 1.086
34 C 0.6591 1.5897 -7.7584  C32 1.496, C35 1.559, H48 1.117, H49 1.087
35 C -0.6811 1.3121 -7.0122  C34 1.559, C36 1.546, H50 1.123, H51 1.114
36 C -0.9329 2.5065 -6.0632  C35 1.546, C37 1.509, H52 1.080, H53 1.094
37 C 0.1367 2.5195 -4.9984  C36 1.509, C38 1.524, C39 1.527, N40 1.529
38 C -0.0110 3.8103 -4.2020  C37 1.524, H54 1.103, H55 1.093, H56 1.124
39 C -0.1159 1.4494 -3.9389  C37 1.527, H57 1.091, H58 1.058, H59 1.082
40 N 1.4587 2.6022 -5.7615  C32 1.466, C37 1.529, O41 1.441
41 O 2.5657 2.8032 -4.8608  N40 1.441, H60 0.987
42 H 3.2264 0.1592 -5.8080  C31 1.112
43 H 1.4869 -0.3343 -5.8138  C31 1.062
44 H 2.3350 -0.3539 -7.2757  C31 1.100
45 H 3.8518 2.4912 -7.1223  C33 1.069
46 H 3.2031 1.6222 -8.4625  C33 1.089
47 H 2.5415 3.1889 -7.9969  C33 1.086
48 H 0.5998 2.5412 -8.3405  C34 1.117
49 H 0.7816 0.7783 -8.4715  C34 1.087
50 H -1.4961 1.3647 -7.7824  C35 1.123
51 H -0.8082 0.2753 -6.6258  C35 1.114
52 H -1.8829 2.4559 -5.5522  C36 1.080
53 H -0.8822 3.4151 -6.6698  C36 1.094
54 H 0.8074 3.9989 -3.4863  C38 1.103
55 H -0.9674 3.6651 -3.6942  C38 1.093
56 H -0.0038 4.7325 -4.8438  C38 1.124
57 H 0.6301 1.6410 -3.1667  C39 1.091
58 H 0.1091 0.4819 -4.3028  C39 1.058
59 H -1.0951 1.6017 -3.5035  C39 1.082
60 H 2.9038 1.9483 -4.5024  O41 0.987
61 C -1.6446 3.7613 2.1241  C62 1.470, H72 1.085, H73 1.058, H74 1.095
62 C -0.7024 2.8098 1.5169  C61 1.470, C63 1.548, C64 1.533, N70 1.485
63 C -0.3854 3.2751 0.0746  C62 1.548, H75 1.096, H76 1.131, H77 1.096
64 C 0.5087 2.7073 2.4507  C62 1.533, C65 1.526, H78 1.100, H79 1.137
65 C 1.4335 1.5374 2.1276  C64 1.526, C66 1.595, H80 1.070, H81 1.055
66 C 0.6325 0.1665 1.9800  C65 1.595, C67 1.568, H82 1.123, H83 1.063
67 C -0.6525 0.2725 1.0877  C66 1.568, C68 1.533, C69 1.563, N70 1.477
68 C -0.3484 0.2021 -0.4132  C67 1.533, H84 1.090, H85 1.065, H86 1.088
69 C -1.4711 -1.0101 1.4463  C67 1.563, H87 1.106, H88 1.086, H89 1.094
70 N -1.3707 1.4838 1.5330  C62 1.485, C67 1.477, O71 1.405
71 O -2.6725 1.5519 1.0095  N70 1.405, H90 0.990
72 H -2.6605 3.7623 1.7447  C61 1.085
73 H -1.7036 3.6435 3.1742  C61 1.058
74 H -1.1560 4.7252 1.9445  C61 1.095
75 H 0.4181 2.7424 -0.4459  C63 1.096
76 H -1.2430 3.3197 -0.6619  C63 1.131
77 H -0.0190 4.3075 0.0998  C63 1.096
78 H 1.0287 3.6761 2.4241  C64 1.100
79 H 0.1305 2.5114 3.5053  C64 1.137
80 H 2.0178 1.7207 1.2496  C65 1.070
81 H 2.1333 1.4612 2.9139  C65 1.055
82 H 0.2574 -0.1052 3.0032  C66 1.123
83 H 1.1650 -0.5849 1.4499  C66 1.063
84 H 0.3933 0.9200 -0.7633  C68 1.090
85 H -1.2319 0.4821 -0.9387  C68 1.065
86 H -0.1278 -0.8059 -0.7590  C68 1.088
87 H -1.7476 -1.0691 2.5159  C69 1.106
88 H -0.9646 -1.9239 1.1484  C69 1.086
89 H -2.3824 -0.9677 0.8423  C69 1.094
90 H -2.7649 2.0694 0.1704  O71 0.990
91 C 4.5023 -0.5185 -1.4237  C92 1.518, H102 1.053, H103 1.099, H104 1.096
92 C 3.6755 0.3488 -2.3550  C91 1.518, C93 1.496, C94 1.492, N100 1.474
93 C 2.6257 -0.5857 -2.8671  C92 1.496, H105 1.080, H106 1.087, H107 1.094
94 C 3.0272 1.4653 -1.6062  C92 1.492, C95 1.430, H108 1.107, H109 1.143
95 C 3.9368 2.4889 -1.1938  C94 1.430, C96 1.515, H110 1.096, H111 1.094
96 C 4.6309 3.0201 -2.4315  C95 1.515, C97 1.487, H112 1.057, H113 1.133
97 C 5.4240 2.0235 -3.1992  C96 1.487, C98 1.570, C99 1.612, N100 1.522
98 C 5.9101 2.7449 -4.5057  C97 1.570, H114 1.109, H115 1.101, H116 1.069
99 C 6.7175 1.5465 -2.3629  C97 1.612, H117 1.081, H118 1.109, H119 1.097
100 N 4.4455 0.8944 -3.4875  C92 1.474, C97 1.522, O101 1.389
101 O 5.0059 -0.1282 -4.2425  N100 1.389, H120 0.985
102 H 5.3034 0.0076 -0.9866  C91 1.053
103 H 3.8821 -0.9122 -0.6065  C91 1.099
104 H 4.8601 -1.4204 -1.9343  C91 1.096
105 H 2.1471 -0.0512 -3.6742  C93 1.080
106 H 3.1037 -1.4950 -3.2218  C93 1.087
107 H 1.8831 -0.7180 -2.0744  C93 1.094
108 H 2.2006 1.9651 -2.1469  C94 1.107
109 H 2.5044 1.0313 -0.6876  C94 1.143
110 H 3.4897 3.3355 -0.6611  C95 1.096
111 H 4.5784 2.1861 -0.3610  C95 1.094
112 H 5.2639 3.8194 -2.1540  C96 1.057
113 H 3.9171 3.5274 -3.1498  C96 1.133
114 H 6.3679 3.7277 -4.2724  C98 1.109
115 H 5.0170 2.8453 -5.1415  C98 1.101
116 H 6.6315 2.2167 -5.0913  C98 1.069
117 H 7.4109 2.3736 -2.4234  C99 1.081
118 H 7.1153 0.6635 -2.9030  C99 1.109
119 H 6.4775 1.3573 -1.3092  C99 1.097
120 H 5.8066 -0.4787 -3.7891  O101 0.985
121 C 1.7015 1.2914 8.7962  C122 1.525, H132 1.070, H133 1.113, H134 1.079
122 C 1.0264 0.0665 9.4037  C121 1.525, C123 1.529, C124 1.496, N130 1.500
123 C 1.9982 -0.2763 10.5327  C122 1.529, H135 1.115, H136 1.076, H137 1.078
124 C -0.3067 0.4224 9.9822  C122 1.496, C125 1.503, H138 1.065, H139 1.097
125 C -1.3546 0.7284 8.9491  C124 1.503, C126 1.533, H140 1.050, H141 1.117
126 C -1.5432 -0.5140 8.0714  C125 1.533, C127 1.596, H142 1.085, H143 1.086
127 C -0.1866 -1.0745 7.4439  C126 1.596, C128 1.522, C129 1.547, N130 1.472
128 C -0.6128 -2.4669 7.0009  C127 1.522, H144 1.096, H145 1.097, H146 1.092
129 C 0.2271 -0.2402 6.2090  C127 1.547, H147 1.096, H148 1.068, H149 1.075
130 N 0.8404 -1.1150 8.4981  C122 1.500, C127 1.472, O131 1.455
131 O 2.0661 -1.5199 7.8264  N130 1.455, H150 0.947
132 H 1.9030 1.9964 9.5757  C121 1.070
133 H 2.5915 0.8494 8.2957  C121 1.113
134 H 1.0217 1.7311 8.0829  C121 1.079
135 H 2.1112 0.5391 11.2849  C123 1.115
136 H 1.6189 -1.1292 11.0682  C123 1.076
137 H 2.9528 -0.5520 10.1146  C123 1.078
138 H -0.6628 -0.3879 10.5753  C124 1.065
139 H -0.2293 1.3295 10.5946  C124 1.097
140 H -2.2616 0.8746 9.4585  C125 1.050
141 H -1.0732 1.7017 8.4783  C125 1.117
142 H -2.1530 -0.2811 7.2052  C126 1.085
143 H -1.9633 -1.3216 8.6637  C126 1.086
144 H -1.6050 -2.2353 6.5983  C128 1.096
145 H -0.7551 -3.1707 7.8297  C128 1.097
146 H -0.1130 -2.9615 6.1652  C128 1.092
147 H 0.1156 0.8206 6.4618  C129 1.096
148 H -0.4109 -0.4204 5.3719  C129 1.068
149 H 1.2205 -0.3165 5.8047  C129 1.075
150 H 2.0829 -2.4332 8.0747  O131 0.947
151 C -3.9958 3.1611 -2.3977  O152 1.420, H153 1.051, H154 1.078, H155 1.069
152 O -3.6853 3.4957 -1.0530  C151 1.420, H156 0.954
153 H -4.2957 2.1554 -2.3449  C151 1.051
154 H -4.8123 3.7348 -2.8050  C151 1.078
155 H -3.1290 3.3040 -3.0059  C151 1.069
156 H -3.1296 4.2702 -1.0781  O152 0.954
157 C -2.7889 1.5943 5.0201  O158 1.480, H159 1.132, H160 1.144, H161 1.106
158 O -2.8522 0.7429 3.8108  C157 1.480, H162 0.957
159 H -1.7580 1.5037 5.4791  C157 1.132
160 H -3.1023 2.6863 4.8882  C157 1.144
161 H -3.5529 1.1622 5.6935  C157 1.106
162 H -2.4906 1.2380 3.0763  O158 0.957
163 C -1.0962 -4.7254 4.4150  O164 1.436, H165 1.072, H166 1.098, H167 1.104
164 O -0.1388 -3.6984 4.1134  C163 1.436, H168 0.978
165 H -0.6271 -5.6646 4.6326  C163 1.072
166 H -1.6520 -4.3806 5.2971  C163 1.098
167 H -1.8175 -4.9316 3.6055  C163 1.104
168 H 0.3108 -3.9899 3.2948  O164 0.978
169 C -5.6232 2.2847 2.4706  O170 1.460, H171 1.101, H172 1.087, H173 1.099
170 O -5.6987 0.9577 3.0739  C169 1.460, H174 0.950
171 H -4.6260 2.4334 2.0279  C169 1.101
172 H -6.3780 2.3605 1.6918  C169 1.087
173 H -5.8559 3.0312 3.2425  C169 1.099
174 H -4.8031 0.6419 3.0722  O170 0.950
175 C 0.5623 -5.8702 0.4660  O176 1.451, H177 1.075, H178 1.043, H179 1.053
176 O 0.2741 -4.6569 1.2071  C175 1.451, H180 0.914
177 H 0.0275 -6.6923 0.9064  C175 1.075
178 H 0.2604 -5.7202 -0.5212  C175 1.043
179 H 1.6059 -5.9983 0.3993  C175 1.053
180 H -0.4747 -4.2939 0.8290  O176 0.914
181 C 4.1591 -0.5540 3.1568  O182 1.395, H183 1.066, H184 1.112, H185 1.105
182 O 4.3968 0.6668 3.7887  C181 1.395, H186 0.992
183 H 3.1628 -0.9044 3.3023  C181 1.066
184 H 4.2891 -0.5246 2.0530  C181 1.112
185 H 4.8219 -1.3513 3.5387  C181 1.105
186 H 3.8014 0.7766 4.5743  O182 0.992
187 O -3.9954 -4.0941 1.5795  H188 0.978, H189 0.969
188 H -3.8265 -4.0516 2.5422  O187 0.978
189 H -4.5263 -3.3231 1.3291  O187 0.969

Net charge   0
Highest occupied orbital energy   -8.33 eV
Strongest force on any atom   3.8 eV/Å
DFT total energy   -86859.7067 eV
E_LUMO   0.33 eV
SMILES   CC1(C)CCCC(C)(C)N1O.CC1(C)CCCC(C)(C)N1O.CC1(C)CCCC(C)(C)N1O.CC1(C)CCCC(C)(C)N1O.CC1(C)CCCC(C)(C)N1O.CO.CO.CO.CO.CO.CO.O
Frontier orbital gap   8.659 eV